Record 1
The following is a DFT calculation (ωB97M-V with the def2-TZVPD basis set) of a structure of composition C2H3OTm.

The geometry in ORCA input format:
```
! wB97M-V def2-TZVPD RIJCOSX def2/J DEFGRID3
* xyz 2 3
O -0.225 -1.999 1.872
C -0.017 -2.768 1.005
C -0.187 -3.420 -0.108
H -0.845 -4.290 -0.103
H -3.275 1.146 2.013
H 0.211 -2.989 -1.028
Tm -1.746 -0.053 2.840
*
```

- ⟨S²⟩ = 2.022
- total energy (Eh) = -1237.57994
- energy above the lowest of the compared OMol25 structures with the same formula, charge and spin (kcal per mole) = 34.78
- HOMO level (alpha / beta) (eV) = -17.541 / -17.542

Results of the natural (NBO) charge analysis, in e, for atoms 1 through 2: O -0.722; C 0.741

=====

Record 2
The following is a DFT calculation (ωB97M-V with the def2-TZVPD basis set) of a structure of composition C2H3OV.

The geometry in ORCA input format:
```
! wB97M-V def2-TZVPD RIJCOSX def2/J DEFGRID3
* xyz 1 4
H 0.743 -2.411 0.368
O 0.149 -0.060 -0.231
C 1.069 -0.937 -0.448
C 1.590 -1.611 0.741
H 2.551 -2.106 0.547
H 1.507 -1.085 1.705
V -1.107 1.138 -0.098
*
```

- ⟨S²⟩ = 4.139
- total energy (Eh) = -1096.79159
- energy above the lowest of the compared OMol25 structures with the same formula, charge and spin (kcal per mole) = 30.25
- HOMO level (alpha / beta) (eV) = -12.268 / -13.190

Results of the natural (NBO) charge analysis, in e, for atoms 1 through 2: H 0.291; O -0.755

=====

Record 3
The following is a DFT calculation (ωB97M-V with the def2-TZVPD basis set) of a cluster of 18 separate species, C2H40NO17 in total.

The geometry in ORCA input format:
```
! wB97M-V def2-TZVPD RIJCOSX def2/J DEFGRID3
* xyz 1 1
C -0.193 0.085 0.513
C 2.120 -0.089 -0.299
N 0.965 0.486 -0.408
H -0.167 -1.042 0.421
H -1.126 0.157 -0.028
H -0.166 0.403 1.516
H 2.285 -0.664 0.634
H 3.019 -0.353 -0.836
H 0.587 0.938 -1.245
H -2.659 2.886 1.222
H -3.009 2.260 2.527
O -3.409 2.639 1.752
H -2.064 -0.600 4.205
H -1.375 -1.446 3.124
O -1.179 -0.972 4.043
H -2.608 -1.030 -1.069
H -3.042 0.046 -0.144
O -2.596 -0.024 -1.016
H 2.765 -1.323 3.746
H 2.086 -2.839 3.956
O 2.005 -1.907 3.593
H 1.049 0.184 -3.482
H 0.864 -1.265 -3.487
O 0.760 -0.570 -2.896
H 0.676 2.414 1.003
H 0.900 1.760 2.472
O 1.390 2.080 1.557
H 3.889 -0.268 1.812
H 3.160 0.919 2.624
O 3.362 0.092 2.577
H 4.067 -0.843 -3.112
H 2.541 -1.384 -2.643
O 3.108 -0.795 -3.108
H 0.645 3.057 -1.195
H 0.516 4.514 -0.870
O 0.950 3.667 -0.619
H -0.889 2.906 -0.889
H -1.466 1.741 -1.455
O -0.955 2.029 -0.684
H 0.208 2.832 -3.739
H -1.228 2.978 -3.217
O -0.333 2.933 -2.971
H 0.517 -2.799 -1.569
H 1.936 -3.398 -1.604
O 1.168 -3.153 -2.162
H -2.624 1.203 -3.389
H -3.311 2.049 -2.483
O -2.851 2.017 -3.350
H 0.929 -1.618 1.848
H 0.297 -2.962 2.416
O 0.129 -2.249 1.755
H 3.302 -2.866 1.470
H 4.641 -2.216 1.512
O 3.871 -2.280 0.939
H -3.973 1.098 1.442
H -4.805 -0.204 1.394
O -4.021 0.220 1.138
H -3.563 -3.719 -0.605
H -3.265 -2.883 -1.675
O -3.831 -2.831 -0.960
*
```

- total energy (Eh) = -1433.57040
- energy above the lowest of the compared OMol25 structures with the same formula, charge and spin (kcal per mole) = 226.91
- HOMO level (eV) = -13.439

Results of the natural (NBO) charge analysis, in e, for atoms 1 through 2: C -0.491; C 0.104

=====

Record 4
The following is a DFT calculation (ωB97M-V with the def2-TZVPD basis set) of a cluster of 21 separate species, C2H44O22 in total.

The geometry in ORCA input format:
```
! wB97M-V def2-TZVPD RIJCOSX def2/J DEFGRID3
* xyz -2 1
O 1.598 0.396 -0.847
C 0.240 -0.029 -0.808
C -0.085 -0.051 0.682
O -1.450 -0.303 0.975
H 0.104 -0.944 -1.385
H -0.363 0.784 -1.223
H 0.013 0.954 0.967
H 0.492 -0.716 1.240
O -3.863 0.883 1.165
H -4.348 0.517 1.896
H -2.988 0.508 1.142
O -1.387 1.580 2.909
H -0.913 2.403 2.607
H -1.397 0.961 2.159
O -1.490 -3.052 0.963
H -2.457 -3.106 1.117
H -1.378 -2.112 0.948
O 1.489 2.233 -2.777
H 1.641 1.719 -3.543
H 1.363 1.565 -2.087
O -0.381 -1.144 3.595
H -0.380 -0.764 2.732
H -0.068 -0.446 4.235
O 2.345 -2.182 -1.339
H 2.097 -2.105 -2.285
H 2.103 -1.316 -0.902
O -2.699 -0.200 -1.336
H -2.092 -0.266 -0.601
H -2.434 -0.948 -1.913
O -1.967 -2.583 -2.505
H -1.225 -2.906 -2.053
H -2.762 -2.992 -2.172
O -3.845 -2.325 1.992
H -4.681 -2.250 2.474
H -3.275 -1.913 2.609
O 2.417 0.980 3.594
H 2.445 0.462 2.790
H 2.346 0.325 4.318
O -1.276 3.766 -2.812
H -0.748 3.927 -2.043
H -1.772 3.000 -2.624
O -1.591 2.791 0.093
H -1.179 1.910 0.171
H -1.060 3.308 0.653
O 0.100 -3.774 -1.006
H 0.786 -3.121 -0.838
H -0.520 -3.587 -0.329
O -0.676 0.321 -3.686
H -0.487 0.381 -2.792
H -0.392 1.153 -4.092
O 1.247 -1.709 -3.929
H 1.878 -1.109 -4.248
H 0.469 -1.204 -3.683
O 2.178 2.930 0.338
H 2.958 2.715 0.904
H 1.973 2.070 -0.038
O 0.119 3.659 2.224
H 0.977 3.250 1.962
H 0.507 4.542 2.340
O 1.308 -3.156 2.340
H 1.823 -2.610 1.746
H 0.708 -2.548 2.722
O 2.999 -0.533 1.369
H 3.493 0.275 1.265
H 2.303 -0.255 0.805
O 3.993 0.409 -2.017
H 3.110 0.315 -1.687
H 4.004 1.263 -2.442
*
```

- total energy (Eh) = -1757.90518
- energy above the lowest of the compared OMol25 structures with the same formula, charge and spin (kcal per mole) = 46.64
- HOMO level (eV) = -3.039

Results of the natural (NBO) charge analysis, in e, for atoms 1 through 2: O -1.047; C -0.129